Arrangement 1

C3H15NO4 | the ωB97M-V functional and the def2-TZVPD basis

```
! wB97M-V def2-TZVPD RIJCOSX def2/J DEFGRID3
* xyz 0 1
C 0.7637 0.7129 -1.5545
N -0.6186 0.5585 -1.0634
C -0.6566 0.2492 0.3656
C -1.9873 0.6558 0.9506
O -2.0222 0.5486 2.3901
H 1.4212 1.0675 -0.7746
H 0.7739 1.3279 -2.4535
H 1.1545 -0.2540 -1.8956
H -1.0610 -0.1470 -1.6290
H -0.4207 -0.7878 0.5825
H 0.1246 0.7931 0.8900
H -2.2821 1.6720 0.6631
H -2.8110 0.0197 0.6069
H -1.6198 1.3459 2.7617
O -1.7152 1.7604 -3.6435
H -1.6214 1.6608 -2.6833
H -1.0839 1.1921 -4.1008
O 0.2036 -0.8601 3.5752
H -0.6957 -0.6010 3.3084
H 0.5486 -1.4522 2.8969
O 4.8869 -3.1084 0.1437
H 4.4411 -2.5540 0.7895
H 4.2776 -3.8000 -0.1259
*
```

M: 129.156 g mol⁻¹
SMILES: CNCCO.O.O.O
Highest occupied orbital energy: -9.694 eV

Results of the Löwdin charge analysis, in e, for atoms 1 through 8:
1 C -0.109
2 N -0.135
3 C -0.237
4 C -0.227
5 O -0.095
6 H 0.075
7 H 0.066
8 H 0.079

Arrangement 2

C3H15NO4 | the ωB97M-V functional and the def2-TZVPD basis

```
! wB97M-V def2-TZVPD RIJCOSX def2/J DEFGRID3
* xyz 0 1
C 0.9262 -1.2090 1.6808
C -0.1993 -0.5829 1.3794
C -1.5442 -1.2401 1.1698
N -2.4231 -0.6409 0.1626
H 1.8248 -0.6335 1.8906
H 1.0310 -2.2561 1.9461
H -0.1683 0.5047 1.3926
H -1.2692 -2.2204 0.7804
H -2.0560 -1.4183 2.1182
H -2.1791 -1.0360 -0.7352
H -2.2612 0.3639 0.0684
O 0.1681 0.3332 -2.5903
H 0.5283 0.5582 -1.7183
H -0.6514 -0.1361 -2.4008
O 2.9205 -1.2781 -1.3162
H 2.6017 -0.4322 -1.6538
H 2.2504 -1.8900 -1.6378
O 1.7461 1.5263 -0.6827
H 1.1234 2.2627 -0.7271
H 2.2519 1.6591 0.1252
O -1.6369 2.2791 0.0920
H -2.0400 3.1329 -0.0968
H -0.9438 2.3536 0.7529
*
```

M: 129.156 g mol⁻¹
SMILES: C=CCN.O.O.O.O
Highest occupied orbital energy: -9.353 eV

Results of the Löwdin charge analysis, in e, for atoms 1 through 8:
1 C -0.007
2 C -0.188
3 C -0.283
4 N -0.001
5 H 0.052
6 H 0.064
7 H 0.068
8 H 0.107

Verdict on stability: arrangement 1 comes out on top.

Arrangement 1

C4H42NO16 | the ωB97M-V functional and the def2-TZVPD basis

```
! wB97M-V def2-TZVPD RIJCOSX def2/J DEFGRID3
* xyz 1 1
O 1.2190 -2.6878 -1.3993
C 1.8594 -1.5647 -0.7522
C 0.7966 -0.9554 0.2200
N -0.5685 -0.5913 -0.2333
C -0.8118 0.6077 -1.2125
C -0.3503 2.0067 -0.5730
H 1.6222 -3.5473 -1.1636
H 2.6534 -1.9445 -0.1199
H 2.3156 -0.7205 -1.3666
H 0.7534 -1.8276 0.8429
H 1.0371 -0.2074 0.8200
H -1.1192 -0.2510 0.6276
H -1.1069 -1.4065 -0.6980
H -0.0624 0.2949 -2.0823
H -1.8466 0.7765 -1.3314
H 0.1752 2.3993 -1.4092
H -1.1725 2.6401 -0.2746
H 0.2898 1.9249 0.2270
H -0.5181 2.7670 2.4971
H 0.8855 1.8402 2.8255
O 0.0597 2.0279 2.4146
H 0.9124 -2.1937 4.6646
H -0.2270 -1.3959 3.9112
O 0.6617 -1.3095 4.1639
H -0.9485 -3.7498 1.3092
H -0.1414 -4.6519 2.5135
O -0.4352 -3.7214 2.1101
H -1.1976 2.4840 -4.4858
H 0.1325 2.0545 -3.9361
O -0.4838 1.8730 -4.6163
H 3.3097 -1.3793 3.1819
H 1.9267 -0.9442 3.1640
O 2.7857 -0.7684 2.6937
H 0.9067 -0.1458 -5.0185
H 1.7246 0.4506 -3.9624
O 1.5056 -0.4131 -4.3971
H -1.7778 4.3213 3.1051
H -0.7083 4.8661 2.3236
O -1.2510 4.1319 2.2898
H -1.1740 -2.5968 -3.6786
H -0.2287 -3.9512 -3.6599
O -1.1540 -3.5834 -3.4698
H 2.1018 2.8391 -2.4369
H 1.5105 3.5996 -3.6550
O 1.3528 2.8282 -3.0357
H 3.0006 0.7897 2.0339
H 3.2787 2.2221 2.5308
O 2.9287 1.7096 1.7473
H -2.4545 -3.0488 -1.9665
H -1.0240 -3.4257 -1.4026
O -1.8726 -3.0135 -1.1253
H -1.1564 0.9347 2.7306
H -2.6078 0.2227 3.1151
O -1.6317 0.1160 3.1346
H 2.9747 2.2132 -0.1640
H 3.7222 1.7258 -1.4156
O 3.1241 2.3690 -1.0957
H -4.0550 0.3949 1.2336
H -3.3227 1.6380 0.6635
O -3.1879 0.8657 1.0863
H -4.1603 -2.3722 1.3250
H -4.6232 -1.9858 -0.0494
O -4.1471 -1.5804 0.6810
*
```

M: 360.371 g mol⁻¹
Highest occupied orbital energy: -12.899 eV

Results of the Löwdin charge analysis, in e, for atoms 1 through 8:
1 O -0.077
2 C -0.167
3 C -0.115
4 N 0.051
5 C -0.078
6 C -0.035
7 H 0.115
8 H 0.116

Arrangement 2

C4H42NO16 | the ωB97M-V functional and the def2-TZVPD basis

```
! wB97M-V def2-TZVPD RIJCOSX def2/J DEFGRID3
* xyz 1 1
O -1.5287 0.7846 -2.7554
C -1.3819 2.0540 -2.1461
C -0.8826 1.9697 -0.7009
N 0.6160 1.7777 -0.6703
C 1.0764 1.0477 0.5283
C -1.2727 3.2054 0.0948
H -2.2320 0.2568 -2.3168
H -2.3397 2.6049 -2.2146
H -0.6999 2.6048 -2.8043
H -1.3031 1.0796 -0.2364
H 0.9424 1.1979 -1.4938
H 1.0469 2.7130 -0.6655
H 2.0967 1.3136 0.7738
H 0.9975 -0.0327 0.3829
H 0.4347 1.2879 1.3718
H -2.3288 3.1953 0.3294
H -0.7565 3.1977 1.0651
H -1.0974 4.1455 -0.4471
H -0.3867 -1.9364 -1.0301
H -0.7738 -2.0668 0.4758
O -0.7651 -1.4521 -0.2633
H 1.8896 3.5967 1.4644
H 2.1834 4.7999 0.5668
O 2.0502 3.8432 0.5340
H 1.0582 1.6916 3.1500
H 1.4012 2.9194 4.0141
O 1.2541 2.6398 3.1042
H 1.9551 -3.1122 2.4869
H 1.0575 -1.8059 2.2241
O 1.4713 -2.6127 1.8237
H 1.2396 -0.3285 -3.3063
H -0.2801 -0.1589 -3.4840
O 0.4681 -0.7392 -3.7617
H 3.2212 0.6545 -2.0355
H 2.4937 -0.5989 -1.4637
O 2.3403 0.2232 -1.9945
H -0.1746 -4.6138 1.3688
H -0.6851 -4.8508 -0.0711
O -0.9764 -4.7696 0.8543
H -2.6174 -0.1474 2.1454
H -2.5069 -1.7397 2.1195
O -2.1787 -0.9310 2.5864
H -3.4596 0.3595 0.2605
H -4.4700 0.9484 1.3169
O -3.5383 0.9110 1.0778
H 3.6029 -2.5065 -0.5374
H 2.3486 -2.2471 0.3507
O 2.7358 -2.0865 -0.5522
H 1.2951 -2.8408 -1.8878
H 0.3416 -2.2422 -2.9592
O 0.3969 -2.9219 -2.2428
H -3.6922 -3.7014 1.8027
H -2.3609 -3.8363 1.0729
O -3.0861 -3.1787 1.2634
H 0.3302 -0.6794 4.0546
H -0.6244 -0.5938 2.8234
O 0.3526 -0.5024 3.1069
H 4.7502 2.3573 -1.4199
H 5.4752 1.4908 -2.4314
O 4.7410 1.4699 -1.8046
H -3.7787 -1.3954 -1.0814
H -2.3225 -1.0599 -0.7496
O -3.1634 -0.6521 -1.0666
*
```

M: 360.371 g mol⁻¹
Highest occupied orbital energy: -12.989 eV

Results of the Löwdin charge analysis, in e, for atoms 1 through 8:
1 O -0.082
2 C -0.173
3 C -0.294
4 N 0.038
5 C -0.042
6 C -0.028
7 H 0.070
8 H 0.143

Verdict on stability: arrangement 2 comes out on top.

Arrangement 1

C9H14O | the ωB97M-V functional and the def2-TZVPD basis

```
! wB97M-V def2-TZVPD RIJCOSX def2/J DEFGRID3
* xyz 0 1
C 1.2304 1.1078 -1.7681
C -0.0873 0.4944 -1.3537
C -1.0450 1.2907 -0.7117
C -2.1491 0.6879 -0.1407
C -2.5469 -0.5900 -0.5661
O -3.7606 -0.9891 -0.0620
C -1.7201 -1.3234 -1.3795
C -0.4792 -0.7714 -1.7396
H 1.9573 0.2981 -1.9336
H 1.8144 1.4766 -0.9159
H 1.0303 1.7140 -2.6402
H -0.9196 2.3151 -0.4621
H -2.7501 1.1395 0.6384
H -3.8776 -1.9421 -0.1855
H -1.8666 -2.3522 -1.6923
H 0.2103 -1.3077 -2.3850
C 1.3030 -0.3249 1.6714
C 2.4637 0.0199 2.5868
H 0.4650 -0.6485 2.2527
H 0.8144 0.5030 1.1594
H 1.6229 -1.1382 1.0284
H 3.3123 0.5058 2.1000
H 2.8394 -0.8571 3.1153
H 2.1389 0.6917 3.3838
*
```

M: 138.210 g mol⁻¹
SMILES: Cc1ccc(O)cc1.CC
Highest occupied orbital energy: -8.407 eV

Results of the Löwdin charge analysis, in e, for atoms 1 through 8:
1 C -0.055
2 C -0.319
3 C -0.051
4 C -0.014
5 C -0.328
6 O 0.037
7 C -0.023
8 C -0.055

Arrangement 2

C9H14O | the ωB97M-V functional and the def2-TZVPD basis

```
! wB97M-V def2-TZVPD RIJCOSX def2/J DEFGRID3
* xyz 0 1
C 1.4129 1.2365 -0.4564
C 0.1906 1.0895 -1.3307
C -0.1986 -0.1466 -1.8584
C -1.3532 -0.2628 -2.6094
C -2.1318 0.8517 -2.9025
C -1.6701 2.0969 -2.5164
C -0.4420 2.2049 -1.8697
H 1.7676 2.2622 -0.3591
H 2.1679 0.6480 -0.9829
H 1.2044 0.8797 0.5537
H 0.3376 -1.0137 -1.4798
H -1.6465 -1.2362 -2.9871
H -3.0333 0.6696 -3.4711
H -2.1745 3.0216 -2.7619
H -0.0122 3.1923 -1.7260
C -0.2046 -1.3700 2.8365
C 0.9940 -2.3068 2.9129
O 2.0301 -1.8191 3.7693
H -0.1234 -0.5205 3.5132
H -1.1392 -1.8690 3.1112
H -0.4060 -0.9962 1.8420
H 0.7569 -3.2849 3.3159
H 1.4255 -2.4203 1.9144
H 2.2478 -0.9068 3.5422
*
```

M: 138.210 g mol⁻¹
SMILES: Cc1ccccc1.CCO
Highest occupied orbital energy: -9.113 eV

Results of the Löwdin charge analysis, in e, for atoms 1 through 8:
1 C -0.047
2 C -0.284
3 C -0.063
4 C -0.098
5 C -0.099
6 C -0.089
7 C -0.062
8 H 0.075

Arrangement 3

C9H14O | the ωB97M-V functional and the def2-TZVPD basis

```
! wB97M-V def2-TZVPD RIJCOSX def2/J DEFGRID3
* xyz 0 1
C -0.9830 -0.5618 2.1488
C -1.3700 -0.6165 0.6477
C -0.3828 -0.5633 -0.3565
C -0.7233 -0.7478 -1.6449
C -2.0710 -0.8966 -1.9739
O -2.5826 -1.0526 -3.2236
C -3.0422 -0.4331 -0.9891
C -2.6578 -0.4646 0.3598
H -1.7545 -0.8521 2.7393
H -0.7274 0.4521 2.3542
H -0.0439 -1.1628 2.2703
H 0.7465 -0.6312 0.1184
H 0.0309 -0.7064 -2.4708
H -2.5029 -1.9756 -3.5317
H -4.0626 -0.2432 -1.1596
H -3.4266 -0.4988 1.1246
C 3.3132 1.9005 1.0335
C 3.0526 0.8321 -0.1333
H 3.3304 2.8990 0.5344
H 2.5825 1.6577 1.7805
H 4.3363 1.9426 1.5628
H 2.4468 -0.0701 0.1049
H 2.5304 1.4783 -0.8822
H 3.9609 0.3143 -0.4137
*
```

M: 138.210 g mol⁻¹
SMILES: Cc1ccc(O)cc1.CC
Highest occupied orbital energy: -8.453 eV

Results of the Löwdin charge analysis, in e, for atoms 1 through 8:
1 C -0.031
2 C -0.298
3 C -0.064
4 C -0.051
5 C -0.307
6 O 0.016
7 C 0.029
8 C -0.083

Verdict on stability: arrangement 2 comes out on top.

Arrangement 1

C3H10OS2 | the ωB97M-V functional and the def2-TZVPD basis

```
! wB97M-V def2-TZVPD RIJCOSX def2/J DEFGRID3
* xyz 0 1
C 0.5538 1.1543 1.1788
C 1.1596 -0.1498 0.7253
S 2.2278 -0.2443 -0.6669
S -1.5450 0.4309 -1.0737
C -0.3198 -0.0076 -2.2156
H 0.6695 1.8227 0.3083
H 1.1840 1.5857 1.9637
H -0.5063 1.1817 1.3901
H 1.6193 -0.7562 1.5081
H 0.3117 -0.8146 0.4276
H -0.7333 -0.4023 -3.1540
H 0.5753 0.6314 -2.4214
H 0.2768 -0.8825 -1.8095
H -2.2368 -1.4449 1.9279
H -1.7527 -0.7788 0.5669
O -1.4840 -1.3257 1.3443
*
```

M: 126.246 g mol⁻¹
Highest occupied orbital energy: -8.565 eV

Results of the Löwdin charge analysis, in e, for atoms 1 through 8:
1 C -0.204
2 C -0.724
3 S 0.755
4 S 0.683
5 C -0.659
6 H 0.057
7 H 0.074
8 H 0.037

Arrangement 2

C3H10OS2 | the ωB97M-V functional and the def2-TZVPD basis

```
! wB97M-V def2-TZVPD RIJCOSX def2/J DEFGRID3
* xyz 0 1
C 0.0000 0.0000 0.0000
C -0.3113 1.0559 1.1322
S 0.6363 0.7802 2.7235
S 0.3631 -1.1979 3.0807
C -1.3444 -1.3374 3.5625
H -0.4502 -0.9903 0.1824
H 1.0979 -0.1033 0.0218
H -0.3012 0.3439 -1.0038
H 0.0601 2.0422 0.7933
H -1.4029 1.1445 1.2934
H -1.6041 -2.3832 3.7982
H -2.0670 -0.9536 2.8228
H -1.4315 -0.7371 4.4836
O -3.9227 1.1659 3.8761
H -4.6854 1.4466 4.4309
H -3.8110 1.8925 3.2221
*
```

M: 126.246 g mol⁻¹
SMILES: CCSSC.O
Highest occupied orbital energy: -8.365 eV

Results of the Löwdin charge analysis, in e, for atoms 1 through 8:
1 C -0.180
2 C -0.568
3 S 0.443
4 S 0.406
5 C -0.500
6 H 0.051
7 H 0.062
8 H 0.066

Verdict on stability: arrangement 2 comes out on top.